Record 1
{
  "formula": "C30H28N3O2P2PtS2",
  "method": "ωB97M-V with the def2-TZVPD basis set",
  "charge": 3,
  "homo_lumo_gap_ev": [7.717, 3.347],
  "homo_ha": [-0.585, -0.585],
  "lumo_energy_ha": [-0.30172, -0.46241],
  "multiplicity": 5,
  "e_above_lowest_ev": 0.535,
  "symbols": ["Pt", "O", "P", "C", "P", "O", "C", "C", "C", "C", "C", "C", "C", "C", "C", "C", "C", "C", "C", "C", "C", "C", "C", "C", "C", "C", "C", "C", "C", "C", "H", "H", "H", "H", "H", "H", "H", "H", "H", "H", "H", "H", "H", "H", "H", "H", "H", "H", "H", "H", "H", "H", "C", "N", "C", "C", "N", "C", "S", "H", "H", "H", "H", "H", "H", "S", "C", "N"],
  "coordinates": [[1.964815, 0.115063, 1.146292], [1.371736, 1.595900, -0.578669], [0.054527, 1.577791, -1.318931], [-0.092635, -0.042834, -2.165196], [-0.346605, -1.330048, -0.891056], [0.309624, -0.925086, 0.431160], [-2.101985, -1.581809, -0.630246], [-2.912085, -1.977708, -1.693366], [-4.266482, -2.166412, -1.481102], [-4.803072, -1.987556, -0.210864], [-3.986431, -1.626182, 0.852334], [-2.629444, -1.434594, 0.649669], [0.352503, -2.876432, -1.486162], [0.709194, -3.103726, -2.810325], [1.208231, -4.348269, -3.170672], [1.316856, -5.356383, -2.224665], [0.954398, -5.128032, -0.902432], [0.463060, -3.888248, -0.529852], [-0.016781, 2.903996, -2.536544], [0.353772, 4.165768, -2.071962], [0.399119, 5.229400, -2.957723], [0.037466, 5.032622, -4.285046], [-0.317681, 3.772988, -4.744536], [-0.373769, 2.700661, -3.864882], [-1.367545, 1.791876, -0.228658], [-1.168284, 1.946918, 1.140391], [-2.260280, 2.104946, 1.979672], [-3.543307, 2.125265, 1.448487], [-3.741221, 1.995644, 0.079792], [-2.652902, 1.843959, -0.763244], [0.875372, -0.219908, -2.640739], [-0.891991, -0.082912, -2.905073], [-2.491284, -2.148812, -2.678549], [-4.899945, -2.472818, -2.302219], [-5.858129, -2.161907, -0.047664], [-4.405248, -1.508186, 1.842752], [-1.981127, -1.160688, 1.471834], [0.617282, -2.327080, -3.559467], [1.503870, -4.525382, -4.195715], [1.680015, -6.331106, -2.521867], [1.031272, -5.918964, -0.168808], [0.165706, -3.702961, 0.496371], [0.609457, 4.310943, -1.028977], [0.687361, 6.210820, -2.607336], [-0.003239, 5.877150, -4.960148], [-0.555780, 3.617245, -5.787886], [-0.668472, 1.725519, -4.231322], [-0.159508, 1.948636, 1.539922], [-2.112586, 2.234645, 3.044066], [-4.392687, 2.277815, 2.101230], [-4.740802, 2.040696, -0.330532], [-2.804101, 1.779617, -1.835291], [1.459840, -0.099988, 4.864169], [2.894881, -0.361011, 4.875900], [3.745322, -0.029303, 5.884825], [4.990487, -0.501275, 5.555905], [4.867666, -1.129388, 4.360536], [3.588578, -1.039966, 3.925524], [2.983343, -1.781931, 2.513577], [1.246579, 0.746006, 5.511547], [0.916057, -0.969905, 5.231424], [1.129843, 0.121751, 3.852110], [3.421112, 0.496151, 6.768666], [5.923823, -0.434681, 6.091512], [5.618730, -1.580686, 3.852217], [5.352655, 2.711630, -0.166505], [4.270244, 1.930197, 0.674276], [3.470612, 1.330561, 1.328070]],
  "atomic_forces_ev_per_a": [[-1.902, -0.230, -1.174], [1.029, -0.372, 1.098], [-1.356, 0.591, -0.887], [0.121, 0.022, 0.706], [-0.812, -0.901, -1.577], [1.421, 0.479, 1.370], [0.393, 0.108, 0.321], [0.079, 0.115, -0.096], [0.013, -0.050, -0.026], [0.046, -0.038, 0.021], [-0.041, -0.092, 0.034], [0.011, 0.150, -0.050], [-0.110, 0.541, 0.332], [0.162, 0.009, 0.015], [-0.090, 0.060, -0.095], [0.051, -0.038, -0.041], [-0.140, 0.064, 0.070], [0.148, -0.096, -0.039], [0.140, -0.659, 0.417], [0.144, 0.092, -0.115], [-0.211, -0.065, 0.139], [-0.047, 0.074, -0.059], [-0.179, -0.094, -0.003], [0.286, 0.088, -0.097], [0.452, -0.073, -0.045], [-0.115, -0.178, -0.047], [0.038, 0.052, 0.032], [-0.003, 0.051, 0.027], [0.017, 0.074, -0.035], [0.011, -0.075, -0.044], [-0.043, 0.048, -0.121], [-0.044, 0.001, 0.040], [-0.029, 0.009, -0.019], [-0.011, 0.001, 0.008], [-0.009, 0.054, 0.001], [-0.009, -0.009, -0.005], [-0.052, 0.058, 0.019], [0.002, -0.017, -0.010], [-0.030, -0.050, 0.002], [0.036, 0.012, 0.012], [0.017, -0.021, -0.025], [-0.039, -0.050, -0.002], [0.036, 0.020, -0.010], [-0.039, 0.023, -0.021], [0.185, -0.033, -0.045], [-0.099, 0.070, 0.014], [0.045, 0.001, -0.015], [-0.024, 0.057, 0.034], [-0.028, 0.026, -0.007], [-0.003, -0.050, 0.005], [0.000, -0.011, -0.005], [-0.034, -0.022, -0.001], [-0.442, -0.021, 0.116], [0.535, 0.379, 0.174], [-0.516, 0.029, -0.059], [0.378, -0.234, -0.269], [0.072, 0.069, 0.533], [-0.561, -0.633, -0.762], [0.451, 0.466, 0.338], [0.095, 0.027, -0.016], [0.088, -0.031, -0.009], [0.074, 0.030, 0.018], [-0.018, -0.016, 0.005], [0.011, 0.036, -0.016], [-0.037, -0.083, 0.003], [-0.056, 0.059, 0.007], [0.043, -0.077, 0.126], [0.499, 0.280, -0.192]],
  "lowdin_spin": [1.50, 0.13, 0.01, 0.00, 0.02, 0.15, 0.01, 0.00, 0.00, 0.00, 0.00, 0.00, 0.00, 0.00, 0.00, 0.00, 0.00, 0.00, 0.01, 0.00, 0.00, 0.00, 0.00, 0.00, 0.00, 0.00, 0.00, 0.00, 0.00, 0.00, 0.00, 0.00, 0.00, 0.00, 0.00, 0.00, 0.00, 0.00, 0.00, 0.00, 0.00, 0.00, 0.00, 0.00, 0.00, 0.00, 0.00, 0.00, 0.00, 0.00, 0.00, 0.00, 0.00, 0.06, 0.11, 0.13, 0.05, 0.04, 0.63, 0.00, 0.00, 0.00, 0.00, 0.00, 0.00, 0.67, 0.10, 0.33]
}

---

Record 2
{
  "formula": "C30H28N5OS2Ti",
  "method": "ωB97M-V with the def2-TZVPD basis set",
  "charge": 1,
  "homo_lumo_gap_ev": 6.690,
  "homo_ha": -0.374,
  "lumo_energy_ha": -0.12843,
  "e_above_lowest_ev": 0.000,
  "symbols": ["Ti", "O", "C", "N", "C", "C", "C", "C", "C", "C", "N", "C", "C", "C", "C", "C", "N", "H", "H", "H", "H", "H", "H", "H", "H", "H", "H", "S", "C", "N", "C", "C", "N", "C", "C", "C", "C", "C", "C", "C", "C", "S", "C", "C", "C", "C", "C", "C", "C", "H", "H", "H", "H", "H", "H", "H", "H", "H", "H", "H", "H", "H", "H", "H", "H", "H", "H"],
  "coordinates": [[-0.387810, -0.713088, 1.929210], [0.218597, 3.176155, 0.709928], [-0.218401, 2.063841, 0.917964], [0.499826, 0.985200, 1.318661], [1.921420, 1.232861, 1.412600], [2.587015, -0.014206, 1.886640], [3.953885, -0.080627, 2.105863], [4.506378, -1.252620, 2.574375], [3.677340, -2.341532, 2.812137], [2.330233, -2.205348, 2.578020], [1.781903, -1.061500, 2.127242], [-1.665662, 1.724752, 0.724371], [-2.574553, 2.666508, 0.287985], [-3.886823, 2.266563, 0.100062], [-4.231312, 0.949344, 0.366127], [-3.264765, 0.075594, 0.821205], [-1.992495, 0.455751, 0.997812], [2.328070, 1.529026, 0.439825], [2.143249, 2.058602, 2.095787], [4.562700, 0.792562, 1.912678], [5.570983, -1.319933, 2.756273], [4.062368, -3.286443, 3.167300], [1.661592, -3.033785, 2.726074], [-2.226625, 3.672854, 0.104561], [-4.632332, 2.969952, -0.246187], [-5.242595, 0.592775, 0.231869], [-3.499531, -0.951115, 1.062862], [-1.746453, -0.754980, 3.725311], [-0.795594, -2.219471, 3.756232], [-0.099819, -2.525303, 4.919648], [0.565421, -3.804612, 5.068720], [-0.091273, -4.834340, 4.175898], [-0.191119, -4.330115, 2.814298], [0.067320, -5.277544, 1.722654], [1.489004, -5.193199, 1.217595], [1.790380, -4.402956, 0.111533], [3.098507, -4.280606, -0.333950], [4.122502, -4.948387, 0.323099], [3.831564, -5.746198, 1.421817], [2.521232, -5.867400, 1.864954], [-0.797383, -3.118024, 2.661291], [-1.329356, -2.631703, 1.070203], [0.133648, -1.557568, 5.986339], [1.439931, -0.803474, 5.863037], [1.467434, 0.480218, 5.323668], [2.661940, 1.181538, 5.229580], [3.844839, 0.603810, 5.670124], [3.827826, -0.675012, 6.208429], [2.630819, -1.370803, 6.306555], [0.479659, -4.115443, 6.112864], [1.636130, -3.741541, 4.836407], [-1.086817, -5.088198, 4.555164], [0.509952, -5.738908, 4.169967], [-0.626356, -5.077928, 0.908241], [-0.154501, -6.277034, 2.097282], [0.990666, -3.888665, -0.408368], [3.317597, -3.674702, -1.203575], [5.141581, -4.862903, -0.030602], [4.621831, -6.292017, 1.921014], [2.300551, -6.526304, 2.697411], [0.115477, -2.109912, 6.928602], [-0.695238, -0.854366, 6.013229], [0.542375, 0.945138, 5.000277], [2.664783, 2.189836, 4.834468], [4.773736, 1.156502, 5.612891], [4.743599, -1.121628, 6.573900], [2.618749, -2.353639, 6.765249]],
  "atomic_forces_ev_per_a": [[0.441, 0.065, -0.035], [-0.023, 0.056, -0.052], [-0.099, 0.077, -0.089], [-0.012, -0.322, 0.144], [0.077, -0.097, 0.017], [-0.033, 0.041, 0.106], [0.005, 0.032, -0.111], [0.041, -0.056, 0.023], [-0.022, -0.011, -0.012], [0.098, 0.095, -0.078], [-0.219, 0.031, 0.103], [0.003, 0.124, -0.001], [0.011, -0.084, -0.016], [-0.027, 0.021, 0.008], [-0.076, 0.000, -0.021], [0.074, 0.011, 0.042], [-0.161, 0.145, -0.146], [0.006, 0.024, 0.017], [-0.016, 0.006, 0.021], [-0.001, -0.007, -0.002], [-0.002, -0.008, 0.004], [0.010, 0.007, -0.006], [-0.043, -0.037, 0.048], [-0.003, 0.004, -0.013], [0.001, -0.009, -0.002], [0.002, 0.021, -0.004], [0.014, -0.004, 0.003], [0.047, -0.076, 0.073], [-0.104, 0.094, -0.041], [0.011, -0.170, 0.039], [0.046, 0.090, -0.068], [-0.077, 0.017, 0.048], [0.080, -0.229, 0.116], [-0.007, 0.168, -0.080], [0.025, 0.011, -0.042], [-0.013, -0.026, -0.005], [0.018, -0.010, 0.005], [-0.009, 0.001, 0.021], [-0.014, 0.020, -0.014], [-0.017, -0.035, -0.033], [0.065, 0.082, -0.101], [-0.094, -0.036, 0.049], [0.002, 0.045, -0.069], [-0.007, 0.018, 0.003], [0.014, 0.006, -0.018], [-0.008, -0.020, 0.013], [-0.012, 0.001, -0.007], [-0.022, -0.003, 0.004], [0.007, 0.010, 0.029], [-0.002, -0.020, 0.021], [-0.030, 0.003, 0.010], [0.012, 0.009, 0.023], [0.013, -0.040, -0.010], [-0.011, -0.035, 0.006], [0.018, 0.006, 0.023], [0.016, -0.005, 0.000], [-0.002, 0.005, 0.000], [0.000, -0.004, -0.002], [0.001, 0.001, 0.001], [-0.010, 0.017, 0.026], [0.009, -0.018, -0.007], [0.002, -0.002, 0.035], [0.005, -0.004, 0.007], [0.001, 0.009, -0.003], [0.001, 0.001, -0.002], [-0.001, -0.004, 0.002], [0.005, 0.001, -0.003]],
  "mulliken_charge": [0.33, -0.68, -0.17, -0.10, -0.72, -0.05, -0.87, -0.77, -1.16, 1.10, 1.11, 0.53, -0.71, -0.27, -0.94, -0.07, 0.35, 0.55, 0.42, 0.51, 0.52, 0.54, -0.67, 0.51, 0.46, 0.42, 0.50, -0.44, -0.10, 0.14, -0.32, -1.15, 0.27, -2.10, 0.90, -0.18, -0.77, -0.46, -0.85, -0.09, 1.21, -0.49, -2.27, 0.90, -0.29, -0.67, -0.49, -0.84, -0.10, 0.70, 0.03, 0.31, 0.46, 0.77, 0.53, 0.48, 0.45, 0.45, 0.44, 0.39, 0.61, 0.73, 0.40, 0.49, 0.45, 0.44, 0.43]
}

---

> What is the charge in the first record?

+3

---

> Which of these has the highest charge?

C30H28N3O2P2PtS2

---

> Which of these has the lowest charge?

C30H28N5OS2Ti